(1)
ORCA calculation (the ωB97M-V functional and the def2-TZVPD basis) on a single C2H2N2O molecule in a non-equilibrium geometry.

- F_max (hartree/bohr) = 0.0333
- SMILES = C=NN=C=O
- relative energy (zero: lowest compared OMol25 entry of this formula, charge and spin) (eV) = 1.704

CARTESIAN COORDINATES (ANGSTROEM)
1 O -3.05299 0.31441 0.09906
2 N 0.33849 -0.66365 0.02214
3 N -0.74628 0.08062 -0.17840
4 C -1.92338 0.07139 0.00869
5 C 1.45564 -0.08428 0.01383
6 H 1.60296 0.98175 -0.13784
7 H 2.32556 -0.70023 0.17252

---

(2)
ORCA calculation (the ωB97M-V functional and the def2-TZVPD basis) on 6 unconnected molecules or ions with the total composition H12O6 in a non-equilibrium geometry.

- F_max (hartree/bohr) = 0.0322
- total charge = +1
- expectation value of S² = 0.757
- 2S+1 = 2
- relative energy (zero: lowest compared OMol25 entry of this formula, charge and spin) (eV) = 1.377

CARTESIAN COORDINATES (ANGSTROEM)
1 O -2.63083 -0.26041 0.93061
2 O 1.51757 -2.68560 0.39628
3 O 2.78194 0.94809 -1.91045
4 O 0.53695 -0.05889 0.48784
5 O -0.85438 0.41575 -1.75977
6 O -1.11006 1.08470 2.78312
7 H 2.89555 1.71064 -2.47776
8 H 0.69426 0.85332 0.73147
9 H -1.17322 0.07646 -2.59611
10 H -0.38124 1.21538 -1.98987
11 H -2.08672 -0.99124 0.63723
12 H -1.12614 0.39384 2.12078
13 H 1.48057 -1.75871 0.16017
14 H -3.34460 -0.67280 1.41713
15 H 2.82010 1.30216 -1.02196
16 H 1.98611 -3.09938 -0.32862
17 H -1.94855 1.53489 2.68073
18 H -0.05733 -0.00828 -0.26083

---

(3)
ORCA calculation (the ωB97M-V functional and the def2-TZVPD basis) on a molecular structure, C24H19N3Pd in a non-equilibrium geometry.

- F_max (hartree/bohr) = 0.0382
- relative energy (zero: lowest compared OMol25 entry of this formula, charge and spin) (eV) = 1.761

CARTESIAN COORDINATES (ANGSTROEM)
1 Pd 0.18976 0.37994 0.43223
2 N 1.82796 -1.27370 0.19501
3 N -2.53342 1.56057 -0.48861
4 N -2.09788 0.40163 -0.35563
5 C 4.92902 0.47438 1.27108
6 C 0.06874 4.64096 0.54449
7 C -4.37039 -0.52644 -0.41508
8 C 3.98441 -0.15838 0.47638
9 C -2.97485 -0.66724 -0.38174
10 C -1.31471 -1.12539 4.10847
11 C -1.21918 -0.36306 2.94882
12 C 1.06503 -1.43114 4.11364
13 C -3.23311 -3.06646 -0.34581
14 C 4.68904 0.65437 2.62201
15 C 3.47851 0.24004 3.16142
16 C -1.13879 4.91202 -0.08843
17 C -0.40815 2.27731 0.49729
18 C 0.42622 3.32602 0.84050
19 C -4.61422 -2.92074 -0.39135
20 C -1.98667 3.88247 -0.43993
21 C 2.77966 -0.58387 1.01778
22 C 1.17180 -0.67627 2.94517
23 C -5.17394 -1.64928 -0.42652
24 C -2.41987 -1.95084 -0.34054
25 C -1.64228 2.55536 -0.15443
26 C -0.17658 -1.66904 4.68329
27 C 2.50693 -0.36360 2.37391
28 C 0.01391 -0.14893 2.34763
29 H 1.36106 3.13492 1.35319
30 H -4.78700 0.47149 -0.41565
31 H -6.25041 -1.53695 -0.46126
32 H -2.79510 -4.05571 -0.31631
33 H 4.18394 -0.31588 -0.57836
34 H 5.85948 0.81029 0.83229
35 H 1.46976 -2.10252 0.65371
36 H 3.25565 0.40694 4.20778
37 H -0.25055 -2.26732 5.58275
38 H -1.34129 -2.02940 -0.28763
39 H -2.11477 0.07348 2.52431
40 H -5.25075 -3.79574 -0.38478
41 H 2.23573 -1.52108 -0.69471
42 H -2.28424 -1.29551 4.56112
43 H 1.96176 -1.84174 4.56429
44 H 5.43314 1.12049 3.25434
45 H -2.93130 4.06544 -0.93830
46 H -1.41552 5.93693 -0.29999
47 H 0.73296 5.45138 0.81814

---

What did the first record say?
ORCA calculation (the ωB97M-V functional and the def2-TZVPD basis) on a single C2H2N2O molecule in a non-equilibrium geometry.

- F_max (hartree/bohr) = 0.0333
- SMILES = C=NN=C=O
- relative energy (zero: lowest compared OMol25 entry of this formula, charge and spin) (eV) = 1.704

CARTESIAN COORDINATES (ANGSTROEM)
1 O -3.05299 0.31441 0.09906
2 N 0.33849 -0.66365 0.02214
3 N -0.74628 0.08062 -0.17840
4 C -1.92338 0.07139 0.00869
5 C 1.45564 -0.08428 0.01383
6 H 1.60296 0.98175 -0.13784
7 H 2.32556 -0.70023 0.17252

---

Q: relative energy (zero: lowest compared OMol25 entry of this formula, charge and spin) of number 3 (C24H19N3Pd)?
A: 1.761 eV

---

Q: Which of these has the highest F_max?
A: C24H19N3Pd

---

Q: Look up the relative energy (zero: lowest compared OMol25 entry of this formula, charge and spin) of the third one.
A: 1.761 eV